Record 1
13
Properties=species:S:1:pos:R:3 method="wB97M-V/def2-TZVPD" total_charge=+1 homo_ev="-12.8 / -14.3" energy_ev=-9144.4674 fmax_ev_per_a=4.31 multiplicity=3 gap_ha="0.352 / 0.290" de_lowest_ev=3.631 s2=2.01
C -0.1665 1.1002 -0.2780
N -0.9524 -0.0605 -0.4438
N 0.9511 0.6872 0.6583
N 1.0392 -1.3612 -0.3093
N -1.2302 -0.8668 0.5557
O 1.7560 -0.3489 0.0421
H 0.2936 1.4545 -1.2737
H -0.6983 1.9226 0.2347
H -1.5641 -0.0638 -1.2708
H 1.6258 1.4213 0.9509
H 1.6863 -2.0770 -0.7550
H -0.5812 -0.7253 1.2669
H -2.1593 -1.0825 0.6220

Record 2
92
Properties=species:S:1:pos:R:3 method="wB97M-V/def2-TZVPD" homo_ev="-5.5 / -7.4" energy_ev=-105781.3193 fmax_ev_per_a=1.80 multiplicity=5 gap_ha="0.223 / 0.247" de_lowest_ev=0.086 s2=6.03
Ru 0.3440 0.0484 -0.1657
C 0.0143 2.3201 -0.3497
C 1.2690 2.1948 0.3382
C 2.1814 1.5888 -0.6091
Si 1.4525 2.6640 2.1389
C 1.4991 1.3883 -1.8414
C 0.1407 1.8576 -1.7082
Si -1.3156 1.8318 -2.8851
H -0.8723 2.7989 0.0604
H 3.2246 1.3623 -0.4157
H 1.9359 0.9869 -2.7510
Cl 1.0400 -4.9924 0.2702
C -2.6583 3.0404 -2.4203
C -0.7805 2.1492 -4.6454
C 0.1947 3.9217 2.6968
C 3.1594 3.3341 2.4830
H -0.2034 3.0839 -4.6700
H -1.6803 2.2907 -5.2590
H -0.1766 1.3552 -5.0968
H -3.2758 2.6863 -1.5906
H -3.3077 3.1996 -3.2908
H -2.2193 4.0060 -2.1406
H 3.3622 4.1353 1.7587
H 3.9681 2.5975 2.4263
H 3.1603 3.7770 3.4886
H 0.2088 4.7877 2.0234
H 0.4589 4.2711 3.7037
H -0.8244 3.5209 2.7283
C -2.0174 0.0875 -2.6267
C 1.1061 1.0222 3.0227
P -0.7089 -1.0650 -2.0606
H -2.4842 -0.2354 -3.5704
H -2.8027 0.1194 -1.8551
P 1.5053 -0.4062 1.9437
H 0.0326 0.9688 3.2604
H 1.6607 1.0057 3.9732
C 1.2612 -1.8879 3.0342
C 3.3843 -0.2057 1.8738
C 0.3397 -1.1154 -3.6330
C -1.5402 -2.7248 -2.0235
C -1.8353 -3.2198 -0.6130
H -0.7812 -3.3917 -2.4664
C -2.8337 -2.7980 -2.8407
H -3.6010 -2.1348 -2.4211
H -3.2135 -3.8257 -2.7871
H -2.7016 -2.5594 -3.8988
H -0.9288 -3.2755 -0.0083
H -2.2475 -4.2361 -0.6702
H -2.5716 -2.5865 -0.1004
H 0.5674 -0.0677 -3.8661
C -0.3797 -1.7390 -4.8404
C 1.6531 -1.8727 -3.4475
H -1.2434 -1.1664 -5.1969
H -0.7045 -2.7597 -4.6110
H 0.3312 -1.8110 -5.6703
H 2.2717 -1.4889 -2.6267
H 2.2310 -1.7796 -4.3788
H 1.4697 -2.9444 -3.2865
H 3.5553 0.8216 1.5300
C 4.0373 -1.1697 0.8862
C 4.0779 -0.3916 3.2326
H 3.8257 0.3734 3.9750
H 5.1618 -0.3544 3.0782
H 3.8505 -1.3771 3.6540
H 3.6434 -1.0865 -0.1338
H 3.9318 -2.2079 1.2286
H 5.1135 -0.9488 0.8535
C 0.0299 -2.7118 2.6770
C 1.2100 -1.5658 4.5314
H 2.1514 -2.5023 2.8200
H 0.3435 -0.9355 4.7701
H 2.1143 -1.0791 4.9060
H 1.0997 -2.5104 5.0785
H -0.9046 -2.1740 2.8834
H 0.0306 -3.6282 3.2833
H 0.0439 -3.0217 1.6310
C 1.7984 -3.5136 -0.3707
H 1.1899 -2.6174 -0.2092
H 2.7743 -3.4432 0.1151
H 1.9789 -3.7072 -1.4316
F -5.7072 3.8762 1.9274
C -4.8201 2.8736 1.7669
C -3.7724 2.7066 2.6765
F -3.7157 3.4717 3.7842
C -2.8323 1.7195 2.4537
F -2.0113 1.3611 3.4895
C -2.8315 0.9289 1.2886
S -1.6250 -0.3104 1.0150
C -3.9992 0.9959 0.5012
F -4.2941 -0.0620 -0.3247
C -4.9507 1.9890 0.6908
F -6.0167 2.0885 -0.1437

Record 3
18
Properties=species:S:1:pos:R:3 method="wB97M-V/def2-TZVPD" smiles=CNB(NC)OC homo_ev=-8.1 energy_ev=-8995.8406 fmax_ev_per_a=3.85 gap_ha=0.323 de_lowest_ev=0.000
C -2.8442 0.3431 -0.0004
N -1.5547 0.9612 -0.1431
B -0.1926 0.2087 -0.0199
N 0.9375 1.0463 -0.1348
C 2.3605 0.8241 -0.0057
O -0.3124 -1.1371 0.1165
C 0.7360 -2.0655 0.0846
H -2.7078 -0.7353 0.0145
H -3.3519 0.6453 0.9264
H -3.4931 0.6062 -0.8451
H -1.5501 1.9603 -0.0377
H 0.7335 2.0246 -0.2676
H 2.5844 -0.2366 0.0286
H 2.8922 1.2593 -0.8583
H 2.7496 1.2895 0.9089
H 1.4086 -1.9479 0.9451
H 1.3192 -1.9848 -0.8423
H 0.2853 -3.0616 0.1302